# 1
Below is a structure of composition C22H11Cl5N3O4PtS2 in a non-equilibrium geometry, with properties calculated with ωB97M-V with the def2-TZVPD basis set.

Last column: Löwdin charge in e.
Element x y z (Å)
Pt1 1.611 -0.657 -0.539  0.828
Cl1 3.927 -1.696 -2.080  0.655
Cl2 4.475 -3.129 3.933  0.652
Cl3 6.555 -4.240 1.904  0.648
Cl4 2.140 -1.330 2.944  0.707
Cl5 6.370 -3.432 -1.108  0.658
S1 0.475 -2.894 -1.099  0.567
S2 -1.545 -3.510 1.112  0.992
O1 -5.170 3.760 -4.973  0.057
O2 -0.068 2.140 -0.586  -0.001
O3 0.176 0.249 -1.805  -0.199
O4 -5.694 1.684 -5.018  0.063
N1 -0.239 -1.294 0.854  -0.088
N2 -4.962 2.596 -4.678  -0.362
N3 2.928 1.129 -0.432  0.099
C1 -2.723 -1.127 4.181  -0.115
C2 -2.945 3.313 -3.482  0.002
C3 5.167 -2.903 0.005  -0.714
C4 -0.367 1.362 -1.497  -0.608
C5 4.095 -2.132 -0.417  -0.715
C6 3.266 -1.969 1.795  -0.684
C7 -3.506 0.959 -3.578  0.012
C8 -3.781 2.284 -3.903  -0.161
C9 -1.089 -0.006 2.785  -0.041
C10 -2.669 -2.261 3.385  -0.108
C11 4.321 -2.757 2.256  -0.711
C12 2.324 3.230 0.959  -0.042
C13 -1.845 3.010 -2.705  -0.006
C14 -1.016 -1.139 1.978  -0.354
C15 -1.812 -2.256 2.296  -0.481
C16 -0.396 -2.461 0.286  -1.157
C17 2.661 2.059 0.184  -0.211
C18 -2.389 0.669 -2.820  0.010
C19 3.102 -1.657 0.453  -0.386
C20 5.264 -3.240 1.354  -0.716
C21 -1.560 1.691 -2.368  -0.107
C22 -1.939 -0.014 3.877  -0.104
H1 1.994 2.910 1.947  0.092
H2 1.505 3.743 0.457  0.079
H3 3.190 3.883 1.057  0.085
H4 -1.999 0.862 4.512  0.094
H5 -3.182 4.327 -3.767  0.113
H6 -3.376 -1.106 5.044  0.092
H7 -3.279 -3.129 3.602  0.100
H8 -2.143 -0.355 -2.570  0.124
H9 -1.196 3.796 -2.344  0.117
H10 -0.484 0.857 2.536  0.106
H11 -4.171 0.184 -3.927  0.116

Calculated values
Gap between HOMO and LUMO (eV): 6.09
E_HOMO (eV): -4.55
Total charge: -1
E (eV): -123183.1394
Energy above the lowest of the compared OMol25 structures with the same formula, charge and spin (kcal per mole): 0.0

# 2
Below is the molecule C22H12N2O in a non-equilibrium geometry, with properties calculated with ωB97M-V with the def2-TZVPD basis set.

Last column: Löwdin charge in e.
Element x y z (Å)
O1 -0.395 -1.736 1.641  0.085
N1 -1.742 0.528 -1.593  0.174
N2 2.123 0.836 -0.425  0.185
C1 -3.135 -1.585 1.025  -0.003
C2 -0.496 0.613 -1.147  -0.153
C3 1.490 -2.427 3.047  -0.019
C4 2.432 2.830 -1.634  -0.022
C5 1.653 1.758 -1.262  -0.248
C6 1.976 3.661 -2.628  -0.081
C7 -2.185 -0.879 0.261  -0.071
C8 -2.618 -0.325 -0.985  -0.200
C9 1.333 -0.053 0.204  -0.146
C10 2.798 -2.397 3.497  -0.047
C11 0.719 3.471 -3.222  -0.057
C12 -0.119 2.411 -2.755  -0.005
C13 3.164 -0.677 1.842  -0.024
C14 0.053 -0.148 -0.125  -0.070
C15 -3.853 -0.632 -1.546  0.008
C16 1.839 -0.781 1.372  -0.047
C17 0.971 -1.656 2.047  -0.134
C18 3.642 -1.441 2.873  -0.079
C19 -0.819 -0.868 0.634  -0.064
C20 -4.410 -1.660 0.534  -0.109
C21 0.350 1.578 -1.747  -0.106
C22 -4.812 -1.109 -0.651  -0.068
H1 2.690 4.482 -2.824  0.112
H2 -4.187 -0.095 -2.389  0.101
H3 -5.867 -1.195 -0.911  0.113
H4 3.405 2.966 -1.289  0.095
H5 3.177 -2.835 4.368  0.088
H6 0.266 4.052 -3.994  0.085
H7 3.897 -0.098 1.368  0.095
H8 -5.179 -2.109 1.154  0.106
H9 -2.771 -2.206 1.886  0.138
H10 0.832 -3.054 3.569  0.105
H11 -0.981 2.085 -3.393  0.126
H12 4.756 -1.302 3.200  0.140

Calculated values
Gap between HOMO and LUMO (eV): 6.89
E_HOMO (eV): -7.64
SMILES: c1ccc2c(c1)Oc1c3ccccc3nc3c1c-2nc1ccccc13
E (eV): -28035.4745

# 3
Below is the molecule C22H12N4O in a non-equilibrium geometry, with properties calculated with ωB97M-V with the def2-TZVPD basis set.

Last column: Löwdin charge in e.
Element x y z (Å)
O1 1.625 1.083 2.082  0.053
N1 -0.543 -0.856 -3.523  0.174
N2 1.337 -2.351 -4.935  0.134
N3 -2.634 1.236 7.256  0.185
N4 0.391 3.875 6.977  0.192
C1 -0.330 0.169 3.195  0.013
C2 -0.208 -2.601 -6.744  -0.016
C3 1.591 -1.867 -3.754  -0.056
C4 -1.022 1.177 5.270  -0.184
C5 0.115 0.706 0.218  -0.006
C6 -2.391 -1.591 -6.554  -0.077
C7 -1.906 1.219 6.372  -0.185
C8 0.648 -1.100 -3.015  -0.193
C9 2.150 -0.707 -1.035  -0.014
C10 -1.444 -2.344 -7.270  -0.077
C11 2.354 -0.177 0.222  0.013
C12 0.894 2.054 4.077  0.077
C13 -1.185 0.214 4.276  0.005
C14 0.121 -2.104 -5.469  -0.220
C15 0.036 2.098 5.166  -0.170
C16 0.710 1.095 3.082  -0.232
C17 -2.100 -1.095 -5.314  -0.014
C18 0.925 -0.551 -1.683  -0.160
C19 1.336 0.522 0.860  -0.251
C20 -0.835 -1.341 -4.742  -0.207
C21 0.226 3.078 6.171  -0.174
C22 -0.082 0.170 -1.036  -0.005
H1 -0.668 1.277 0.697  0.126
H2 -1.987 -0.504 4.363  0.128
H3 2.574 -2.090 -3.363  0.106
H4 -2.813 -0.514 -4.749  0.112
H5 -1.705 -2.721 -8.248  0.103
H6 -1.022 0.305 -1.547  0.110
H7 -0.455 -0.593 2.440  0.125
H8 3.301 -0.294 0.726  0.123
H9 -3.358 -1.405 -6.997  0.104
H10 2.959 -1.246 -1.503  0.104
H11 1.709 2.755 3.992  0.140
H12 0.533 -3.176 -7.276  0.113

Calculated values
Gap between HOMO and LUMO (eV): 8.07
E_HOMO (eV): -8.78
SMILES: N#Cc1ccc(Oc2ccc(-c3cnc4ccccc4n3)cc2)cc1C#N
E (eV): -31016.0852

# 4
Below is a cluster of 4 separate species, C22H13BrO16 in total in a non-equilibrium geometry, with properties calculated with ωB97M-V with the def2-TZVPD basis set.

Last column: Löwdin charge in e.
Element x y z (Å)
Br1 -0.301 2.233 1.127  0.695
O1 -0.432 -1.049 2.859  -0.024
O2 3.259 1.656 0.686  0.017
O3 7.235 5.546 -3.319  0.102
O4 4.989 5.286 1.487  0.107
O5 -6.472 0.586 -2.455  0.111
O6 -2.004 -0.757 0.084  0.066
O7 2.706 -2.371 2.870  0.049
O8 6.629 7.427 0.977  0.077
O9 -4.067 -7.514 -0.330  0.113
O10 -2.230 -1.501 -2.548  0.082
O11 -1.753 -3.151 1.626  0.079
O12 -0.108 -5.123 0.657  0.089
O13 -6.208 1.407 0.151  0.084
O14 3.235 0.093 2.728  0.027
O15 -5.713 -5.505 0.557  0.086
O16 5.524 3.454 -2.840  0.080
C1 -4.093 0.347 0.179  0.079
C2 -5.427 0.282 -1.890  -0.304
C3 0.849 -0.419 2.476  -0.102
C4 -4.337 -5.376 0.613  -0.202
C5 2.687 0.939 1.656  -0.240
C6 -3.035 -0.424 -0.491  -0.303
C7 6.396 6.463 0.013  -0.209
C8 5.780 4.403 -1.866  -0.206
C9 6.712 5.512 -2.210  -0.308
C10 -3.769 -4.275 1.108  0.083
C11 -2.305 -4.144 1.162  -0.279
C12 -2.052 -6.366 0.134  0.083
C13 -3.516 -6.507 0.102  -0.302
C14 -1.483 -5.264 0.626  -0.199
C15 -5.210 0.680 -0.471  -0.205
C16 -4.358 -0.469 -2.567  0.081
C17 5.210 4.325 -0.662  0.083
C18 1.053 0.895 1.779  -0.391
C19 5.485 5.339 0.367  -0.302
C20 6.968 6.539 -1.190  0.075
C21 -3.240 -0.798 -1.917  -0.205
C22 2.323 -1.098 2.733  -0.143
H1 6.104 7.148 1.758  0.116
H2 7.634 7.350 -1.459  0.137
H3 -5.876 -6.388 0.160  0.119
H4 0.055 -4.243 1.059  0.115
H5 -4.354 -3.446 1.485  0.139
H6 6.054 3.730 -3.619  0.115
H7 -1.530 -1.618 -1.869  0.115
H8 -3.923 0.628 1.210  0.140
H9 -6.910 1.519 -0.527  0.118
H10 -0.726 -1.578 2.060  0.064
H11 4.533 3.523 -0.398  0.115
H12 -4.521 -0.736 -3.603  0.139
H13 -1.467 -7.190 -0.257  0.141

Calculated values
Gap between HOMO and LUMO (eV): 7.52
E_HOMO (eV): -9.70
SMILES: O=C1C=C(O)C(=O)C=C1O.O=C1C=C(O)C(=O)C=C1O.O=C1C=C(O)C(=O)C=C1O.O=C1OC(=O)C(Br)=C1O
E (eV): -125820.1772

Which value of E does entry 3 give?
-31016.0852 eV

Which of these has the highest E_HOMO?
C22H11Cl5N3O4PtS2